Formula: C4H7NO2S
Source: OMol25
Level of theory: ωB97M-V with the def2-TZVPD basis set

**Energy relative to the best compared isomer or geometry (same formula, charge and spin)**: 364.1 kJ/mol
**Orbital gap**: 10.28 eV
**HOMO energy**: -9.69 eV
**F_max**: 0.067 Eh/bohr

```
! RIJCOSX wB97M-V def2-TZVPD def2/J DEFGRID3
* xyz 0 1
C 0.3944 0.5086 -2.4972
C 1.0342 -0.3115 -1.6588
C -1.0265 -0.4631 2.1044
C -0.6028 0.9471 2.1429
N -1.5581 -1.4798 2.1276
O -0.2000 -2.3368 -0.6785
O 1.2740 -1.0197 0.7451
S 0.1782 -0.8052 -0.2102
H 0.6802 0.9964 -3.4607
H -0.5199 0.7472 -2.1411
H 1.8644 -0.9183 -1.8140
H -1.2837 1.4297 1.5161
H -0.8035 1.3170 3.0753
H 0.4342 1.1013 1.7692
H -0.1545 -2.7661 0.1783
*
```